Entry 1:
Here is C2H3NO as an isolated structure in a non-equilibrium geometry from OMol25. Energies are from wB97M-V/def2-TZVPD.

* HOMO (alpha / beta): -4.9 / -10.0 eV
* E_tot: -207.70118 hartree
* relative energy (zero: lowest compared OMol25 entry of this formula, charge and spin): 105.1 kcal/mol
* frontier orbital gap (alpha / beta): 6.0185 / 8.4755 eV
* max |F|: 9.6 eV/Å

```
! RIJCOSX wB97M-V def2-TZVPD def2/J DEFGRID3
* xyz 0 3
C 0.688 0.156 -0.179
C -0.122 -0.903 -0.127
N -0.516 1.033 -0.175
O -1.303 -0.163 0.046
H 1.810 0.215 -0.160
H 0.127 -2.003 -0.053
H -0.684 1.665 0.648
*
```

***

Entry 2:
Here is a 9-piece molecular cluster, C32H30F8N2O25 overall from OMol25. Energies are from wB97M-V/def2-TZVPD.

* HOMO: -9.5 eV
* E_tot: -4026.95612 hartree
* SMILES: O=C1OC[C@@H](F)O1.O=C1OC[C@@H](F)O1.O=C1OC[C@@H](F)O1.O=C1OC[C@@H](F)O1.O=C1OC[C@@H](F)O1.O=C1OC[C@@H](F)O1.O=C1OC[C@@H](F)O1.O=C1OC[C@@H](F)O1.Oc1cccc2nccnc12
* relative energy (zero: lowest compared OMol25 entry of this formula, charge and spin): 0.0 kcal/mol
* frontier orbital gap: 8.7287 eV
* max |F|: 0.5 eV/Å

```
! RIJCOSX wB97M-V def2-TZVPD def2/J DEFGRID3
* xyz 0 1
O 1.878 -0.013 -2.472
C 1.042 -0.846 -1.754
C 0.133 -1.630 -2.404
C -0.722 -2.488 -1.682
C -0.645 -2.545 -0.328
C 0.302 -1.775 0.370
N 0.375 -1.892 1.729
C 1.239 -1.119 2.321
C 2.087 -0.236 1.602
N 2.082 -0.128 0.303
C 1.161 -0.900 -0.345
H 1.380 0.779 -2.705
H 0.081 -1.588 -3.484
H -1.436 -3.099 -2.215
H -1.296 -3.206 0.225
H 1.327 -1.178 3.401
H 2.794 0.374 2.158
C -0.012 -1.120 -7.186
C -1.393 -1.429 -7.728
O -1.497 -2.823 -7.512
C -0.691 -3.156 -6.465
O -0.723 -4.182 -5.881
O 0.144 -2.124 -6.179
F -1.500 -1.169 -9.051
H 0.745 -1.259 -7.959
H 0.079 -0.129 -6.753
H -2.209 -0.927 -7.206
C -3.253 -3.720 3.993
C -2.487 -3.396 2.730
O -3.520 -3.357 1.753
C -4.672 -3.014 2.380
O -5.660 -2.658 1.829
O -4.528 -3.121 3.719
F -1.607 -4.378 2.402
H -3.375 -4.798 4.113
H -2.813 -3.291 4.887
H -1.963 -2.443 2.749
C 5.816 -0.415 1.974
C 7.249 0.066 2.072
O 7.211 0.884 3.228
C 6.199 0.449 4.029
O 6.039 0.766 5.156
O 5.403 -0.411 3.343
F 7.620 0.811 1.006
H 5.209 0.293 1.407
H 5.717 -1.409 1.546
H 7.985 -0.725 2.219
C -1.366 1.997 5.769
C -2.466 1.915 4.728
O -2.084 0.770 3.981
C -1.349 -0.035 4.789
O -1.066 -1.161 4.536
O -0.987 0.621 5.907
F -2.491 2.991 3.915
H -0.520 2.570 5.390
H -1.690 2.399 6.724
H -3.466 1.755 5.132
C 1.605 -5.526 1.148
C 1.509 -6.344 -0.122
O 2.847 -6.340 -0.583
C 3.668 -6.175 0.494
O 4.837 -6.349 0.485
O 2.945 -5.791 1.574
F 0.704 -5.766 -1.041
H 1.491 -4.461 0.942
H 0.893 -5.824 1.912
H 1.185 -7.376 0.024
C -7.469 -0.791 0.368
C -8.754 -0.089 -0.017
O -8.331 1.250 -0.196
C -7.010 1.233 -0.536
O -6.414 2.158 -0.972
O -6.490 0.007 -0.311
F -9.687 -0.134 0.966
H -7.298 -0.743 1.441
H -7.411 -1.823 0.041
H -9.210 -0.443 -0.942
C 2.770 2.846 -0.728
C 2.512 4.188 -1.376
O 2.943 5.098 -0.385
C 3.890 4.472 0.380
O 4.606 5.020 1.143
O 3.884 3.144 0.121
F 1.193 4.404 -1.626
H 1.926 2.530 -0.115
H 3.025 2.052 -1.424
H 3.069 4.371 -2.296
C 0.856 7.673 -1.964
C 1.793 7.996 -3.107
O 0.902 8.352 -4.141
C -0.246 8.826 -3.567
O -1.091 9.418 -4.142
O -0.259 8.524 -2.247
F 2.524 6.916 -3.494
H 0.540 6.632 -2.006
H 1.268 7.891 -0.983
H 2.476 8.826 -2.921
*
```

***

Entry 3:
Here is one molecule with the formula C4H8N2S in a non-equilibrium geometry from OMol25. Energies are from wB97M-V/def2-TZVPD.

* HOMO: -8.4 eV
* E_tot: -664.79901 hartree
* SMILES: C=C(CN)C(N)=S
* relative energy (zero: lowest compared OMol25 entry of this formula, charge and spin): 83.9 kcal/mol
* frontier orbital gap: 8.4300 eV
* max |F|: 6.7 eV/Å

```
! RIJCOSX wB97M-V def2-TZVPD def2/J DEFGRID3
* xyz 0 1
C -1.193 0.454 -0.003
C 0.197 0.643 0.205
C 0.799 1.796 -0.096
C 1.253 -0.488 0.063
H -1.597 -0.845 1.879
H -1.135 -1.650 0.404
H -1.779 1.399 0.338
H -1.192 0.373 -1.205
H 0.231 2.738 -0.057
H 1.807 2.002 -0.392
H 1.081 -2.401 -0.928
H -0.231 -1.411 -0.894
N -1.753 -0.819 0.736
N 0.614 -1.526 -0.506
S 2.896 -0.265 0.458
*
```